Model A:
This record from the OMol25 dataset describes a 3-piece molecular cluster, C6H15NO2 overall. The level of theory is ωB97M-V/def2-TZVPD.

The geometry in ORCA input format:
```
! RIJCOSX wB97M-V def2-TZVPD def2/J DEFGRID3
* xyz 0 1
C 0.427 -0.424 -1.484
C 0.389 0.279 -0.161
C -0.098 1.561 -0.199
N -0.171 2.371 -1.298
C 1.106 -0.153 1.123
C 0.186 -1.066 1.867
C -1.032 -1.507 1.610
H -0.552 -0.432 -1.910
H 1.282 -0.021 -2.033
H 0.792 -1.478 -1.318
H -0.421 2.045 0.754
H 0.180 2.141 -2.205
H -0.412 3.332 -1.087
H 1.481 0.708 1.691
H 2.069 -0.617 0.860
H 0.505 -1.170 2.911
H -1.593 -2.022 2.401
H -1.496 -1.259 0.652
H 2.960 -2.634 -0.587
H 1.548 -3.516 -0.142
O 2.022 -2.761 -0.504
H -3.819 2.114 -0.006
H -2.418 2.050 -0.819
O -2.935 2.463 -0.117
*
```

Lowest unoccupied orbital energy, Eh: 0.0271
Frontier orbital gap, eV: 7.71
E_HOMO, eV: -7.0
SMILES: C=CC/C(C)=C/N.O.O



Model B:
This record from the OMol25 dataset describes C6H15NO2 in the gas phase. The level of theory is ωB97M-V/def2-TZVPD.

The geometry in ORCA input format:
```
! RIJCOSX wB97M-V def2-TZVPD def2/J DEFGRID3
* xyz 0 1
C -1.304 0.092 0.029
C 0.514 -0.410 0.223
C 1.189 0.869 0.149
C -2.047 -1.174 -0.361
C -1.639 1.209 -0.953
C 0.773 -1.217 1.481
N 2.898 0.370 -0.145
O -1.753 0.451 1.318
O 2.951 0.196 -1.584
H -1.689 1.410 1.433
H 3.257 -0.721 -1.671
H 3.377 1.269 -0.033
H 0.698 -1.031 -0.657
H 1.173 1.447 1.074
H 1.033 1.487 -0.733
H -1.680 -1.557 -1.316
H -3.125 -0.992 -0.473
H -1.964 -1.944 0.411
H -1.308 0.956 -1.964
H -1.187 2.164 -0.668
H -2.717 1.423 -0.969
H 0.065 -2.046 1.568
H 0.710 -0.596 2.379
H 1.774 -1.656 1.461
*
```

Lowest unoccupied orbital energy, Eh: 0.0298
Frontier orbital gap, eV: 9.51
E_HOMO, eV: -8.7
SMILES: C[C@H](CNO)C(C)(C)O



Which one sits at the bottom of the stability order? model B does.



Model A:
This record from the OMol25 dataset describes a 2-piece molecular cluster, C2H7O2P overall. The level of theory is ωB97M-V/def2-TZVPD.

The geometry in ORCA input format:
```
! RIJCOSX wB97M-V def2-TZVPD def2/J DEFGRID3
* xyz 0 1
C 1.291 -0.477 1.158
C -0.666 0.158 -1.347
O -1.027 -1.821 0.485
O -0.086 1.394 -1.252
P -0.363 -0.516 0.376
H 1.395 -1.385 1.716
H 2.221 -0.254 0.694
H 1.206 0.260 1.953
H -0.188 -0.531 -2.192
H -1.837 0.094 -1.364
H -0.451 2.064 -1.853
H -1.497 1.014 1.625
*
```

Lowest unoccupied orbital energy, Eh: -0.0025
Frontier orbital gap, eV: 8.93
E_HOMO, eV: -9.0



Model B:
This record from the OMol25 dataset describes C2H7O2P in the gas phase. The level of theory is ωB97M-V/def2-TZVPD.

The geometry in ORCA input format:
```
! RIJCOSX wB97M-V def2-TZVPD def2/J DEFGRID3
* xyz 0 1
C -0.866 0.426 -0.576
C -0.534 -0.758 0.310
O 2.869 1.199 -0.199
O 2.594 -0.065 0.482
P 1.627 -1.157 -0.306
H 0.034 0.907 -0.798
H -1.243 0.112 -1.488
H -1.515 1.273 -0.180
H -0.974 -1.619 0.037
H -0.559 -0.776 1.445
H 2.294 1.946 -0.055
H 2.226 -2.085 0.579
*
```

Lowest unoccupied orbital energy, Eh: 0.0282
Frontier orbital gap, eV: 9.33
E_HOMO, eV: -8.6
SMILES: CCPOO



Which one sits at the bottom of the stability order? model B does.



Model A:
This record from the OMol25 dataset describes a 4-piece molecular cluster, C2H10O3 overall. The level of theory is ωB97M-V/def2-TZVPD.

The geometry in ORCA input format:
```
! RIJCOSX wB97M-V def2-TZVPD def2/J DEFGRID3
* xyz 0 1
C -1.233 0.996 -1.301
C -1.759 1.335 -0.139
H -1.809 1.198 -2.195
H -0.533 0.165 -1.344
H -2.701 1.887 -0.112
H -1.617 0.973 0.875
H 2.615 -1.160 0.163
H 1.390 -1.051 1.166
O 1.880 -1.638 0.592
H 0.186 -2.303 0.378
H -1.222 -1.597 0.646
O -0.773 -2.407 0.412
H 1.763 0.595 -0.092
H 1.791 1.909 0.231
O 2.022 1.098 0.721
*
```

Lowest unoccupied orbital energy, Eh: 0.0161
Frontier orbital gap, eV: 11.16
E_HOMO, eV: -10.7
SMILES: C=C.O.O.O



Model B:
This record from the OMol25 dataset describes a 3-piece molecular cluster, C2H10O3 overall. The level of theory is ωB97M-V/def2-TZVPD.

The geometry in ORCA input format:
```
! RIJCOSX wB97M-V def2-TZVPD def2/J DEFGRID3
* xyz 0 1
C 1.757 0.393 0.200
O 1.648 -1.101 0.076
C 1.201 0.777 1.466
H 2.744 0.686 -0.101
H 1.059 0.832 -0.455
H 2.390 -1.547 -0.249
H 1.693 0.387 2.347
H 1.232 1.869 1.577
H 0.153 0.449 1.585
H 0.346 -2.943 -0.389
H 0.476 -2.559 -1.907
O 0.076 -3.217 -1.318
H -4.933 1.440 -1.502
H -5.006 2.194 -0.172
O -4.835 2.341 -1.157
*
```

Lowest unoccupied orbital energy, Eh: 0.0247
Frontier orbital gap, eV: 11.43
E_HOMO, eV: -10.8
SMILES: CCO.O.O



Which one sits at the bottom of the stability order? model A does.



Model A:
This record from the OMol25 dataset describes an isolated ion of composition C7H14N3O and charge +1. The level of theory is ωB97M-V/def2-TZVPD.

The geometry in ORCA input format:
```
! RIJCOSX wB97M-V def2-TZVPD def2/J DEFGRID3
* xyz 1 1
C -0.840 -0.537 0.106
C 1.116 0.489 -0.105
C 0.259 -1.565 0.071
C 2.018 1.642 -0.257
C 0.239 -2.584 1.130
C 0.247 -2.287 -1.391
C -1.368 2.733 0.771
N 1.447 -0.728 0.076
N -0.316 0.611 -0.067
N -1.417 1.792 -0.385
O -2.106 -0.729 -0.046
H 2.085 2.205 0.733
H 1.573 2.270 -1.103
H 2.979 1.239 -0.546
H 1.373 -2.641 1.452
H -0.133 -3.572 0.883
H -0.282 -2.106 1.979
H 1.186 -2.773 -1.690
H 0.029 -1.609 -2.251
H -0.592 -2.871 -1.365
H -1.828 2.064 1.622
H -0.356 3.007 1.088
H -1.857 3.735 0.680
H -2.530 0.126 -0.241
H -0.928 2.091 -1.143
*
```

Lowest unoccupied orbital energy, Eh: -0.1396
Frontier orbital gap, eV: 10.71
E_HOMO, eV: -14.5
SMILES: CN[N+]1=C(O)C(C)(C)N=C1C



Model B:
This record from the OMol25 dataset describes an isolated ion of composition C7H14N3O and charge +1. The level of theory is ωB97M-V/def2-TZVPD.

The geometry in ORCA input format:
```
! RIJCOSX wB97M-V def2-TZVPD def2/J DEFGRID3
* xyz 1 1
C -2.772 1.916 -0.207
C -1.694 1.328 0.403
C -2.111 0.408 -1.548
C -0.127 -1.906 -1.118
C 1.198 0.250 -0.530
C 1.414 1.370 0.372
C -0.096 -0.605 -0.302
N -3.050 1.312 -1.344
N -1.290 0.286 -0.403
N -0.100 -1.110 1.144
O 1.644 0.979 1.741
H -3.398 2.802 0.211
H -1.215 1.561 1.362
H -1.985 -0.140 -2.392
H -1.212 -2.381 -1.253
H 0.622 -2.718 -0.667
H 0.251 -1.783 -2.156
H 2.034 -0.471 -0.576
H 1.002 0.567 -1.670
H 2.353 1.747 0.003
H 0.674 2.291 0.394
H -0.976 -1.524 1.692
H 0.637 -1.905 1.002
H 0.447 -0.449 1.701
H 2.066 1.767 2.270
*
```

Lowest unoccupied orbital energy, Eh: -0.1243
Frontier orbital gap, eV: 8.82
E_HOMO, eV: -12.2
SMILES: C[C@@]([NH3+])(CCO)n1ccnc1



Which one sits at the bottom of the stability order? model A does.